Entry 1:
A cluster of 2 separate species, C9H13N2 in total in a non-equilibrium geometry, computed with ωB97M-V/def2-TZVPD.

Element x y z (Å)
C1 -2.310225 -1.768656 0.137094
C2 -1.009848 -1.404356 0.467810
C3 -3.208394 -0.780403 -0.253606
C4 -2.792863 0.530540 -0.309471
C5 -0.685629 -0.074606 0.382706
C6 3.558063 -0.117677 0.086787
C7 2.643540 -1.175732 -0.390504
C8 2.106057 0.244491 -0.246040
C9 -1.103792 2.243740 -0.089294
N1 -1.530180 0.866730 0.007414
N2 1.288293 0.661225 0.770284
H1 -2.612834 -2.803603 0.183776
H2 -0.286709 -2.142087 0.776027
H3 -4.224332 -1.030780 -0.513242
H4 -3.455384 1.329453 -0.609567
H5 3.848941 -0.100819 1.126950
H6 4.305876 0.285424 -0.581181
H7 2.750108 -1.559197 -1.391836
H8 2.309491 -1.908574 0.327388
H9 1.952710 0.803192 -1.162353
H10 -1.091368 2.553045 -1.134872
H11 -1.789303 2.891468 0.455896
H12 -0.100270 2.321901 0.329808
H13 1.438048 0.135273 1.630027

Atomic forces in eV per Å
C 0.2796 0.1805 0.0688
C -0.4771 -0.0704 -0.1448
C 0.0620 0.1545 -0.0009
C -0.6636 -0.4208 -0.1391
C 4.0668 0.6437 0.9231
C -0.0094 0.2641 0.1073
C -0.1989 0.0484 -0.0693
C 0.7559 -0.7706 -1.2826
C 0.4283 1.2729 -0.0827
N -0.2771 -0.5399 0.0388
N -3.7116 -0.4062 0.5763
H -0.0693 -0.0783 0.0044
H 0.1144 0.0409 0.0119
H -0.0725 0.0628 -0.0300
H 0.0698 0.0866 0.0064
H -0.0545 -0.0546 0.0700
H -0.0607 0.0231 -0.0326
H 0.0736 0.0167 -0.1369
H -0.0744 -0.0195 0.1526
H 0.1527 -0.0579 -0.0143
H -0.0097 -0.0868 0.0282
H -0.0136 -0.1282 0.0214
H -0.2595 -0.0034 -0.0800
H -0.0512 -0.1576 0.0038

Values from the calculation:
* gap between HOMO and LUMO: 8.587 eV
* total charge: +1
* max |F|: 4.2 eV/Å
* relative energy (zero: lowest compared OMol25 entry of this formula, charge and spin): 82.5 kcal/mol
* electronic energy: -12514.043 eV
* HOMO energy: -12.652 eV
* spin multiplicity: 1
* lowest unoccupied orbital energy: -4.07 eV
* molar mass: 149.22 u

Entry 2:
A cluster of 2 separate species, C3H3FO in total in a non-equilibrium geometry, computed with ωB97M-V/def2-TZVPD.

Element x y z (Å)
C1 -0.214535 -0.909249 -0.331185
C2 -0.524452 0.353083 2.038699
C3 0.612058 0.095972 -0.938035
O1 -0.845463 0.059903 3.086133
F1 -1.492414 -0.678854 -0.660980
H1 0.470174 1.030928 -0.437178
H2 0.273678 0.264642 -1.977768
H3 1.720954 -0.216426 -0.779686

Atomic forces in eV per Å
C -1.1538 -1.2110 0.8399
C -0.4015 -0.1861 1.4356
C 2.2793 -0.2073 -0.8880
O 0.3471 0.2544 -1.1392
F 0.4884 0.1537 -0.1357
H -0.1792 0.6713 0.4483
H 0.5375 -0.1267 0.1728
H -1.9178 0.6516 -0.7338

Values from the calculation:
* gap between HOMO and LUMO: 8.980 eV
* max |F|: 2.5 eV/Å
* relative energy (zero: lowest compared OMol25 entry of this formula, charge and spin): 56.5 kcal/mol
* electronic energy: -7920.844 eV
* HOMO energy: -9.049 eV
* spin multiplicity: 1
* lowest unoccupied orbital energy: -0.07 eV
* molar mass: 74.05 u

Entry 3:
A structure of composition C22H47ClFNNbO12S2, computed with ωB97M-V/def2-TZVPD.

Element x y z (Å)
C1 -2.479240 -2.558581 0.137622
O1 -1.887219 -1.322978 -0.170999
C2 -0.569113 -1.171269 0.360415
Nb1 0.218297 0.984523 0.345080
C3 -0.928038 1.200684 -1.589842
C4 -0.602543 0.138949 -2.662107
C5 -1.853495 -0.440509 -3.321387
C6 -1.591581 -1.292698 -4.566851
C7 -0.559820 -2.417267 -4.401124
N1 -0.672445 -3.209535 -3.178221
C8 2.193091 0.283847 -0.585125
O2 2.426813 0.849450 -1.929084
C9 3.426212 0.317227 -2.655338
C10 3.264269 -1.138767 -3.006067
O3 4.321929 0.996060 -3.101956
C11 1.030785 0.881151 2.470164
C12 2.243142 -0.000127 2.732757
C13 2.025167 -1.461158 2.372085
O4 2.660252 0.064861 4.130207
C14 -1.541867 2.062218 1.315269
C15 -2.733744 1.369904 1.976033
C16 -3.817179 0.906673 0.987216
Cl1 -2.304875 0.005600 3.101394
C17 1.218052 3.054425 0.146947
C18 1.293554 3.745403 -1.200575
F1 2.564179 2.968707 0.647387
H1 -3.566820 -2.457893 0.054773
H2 -2.145158 -3.348852 -0.553099
H3 -2.233624 -2.869572 1.160068
H4 0.131148 -1.796667 -0.229669
H5 -0.536806 -1.591972 1.375352
H6 -1.979995 1.071097 -1.301012
H7 -0.863490 2.204754 -2.020841
H8 0.005384 0.605060 -3.451978
H9 0.026547 -0.666033 -2.258132
H10 -2.482620 0.408537 -3.617834
H11 -2.431130 -1.011190 -2.588682
H12 -1.274707 -0.635967 -5.386878
H13 -2.536883 -1.759332 -4.876830
H14 -0.667836 -3.093457 -5.258560
H15 0.450445 -2.004488 -4.465290
H16 -0.031644 -2.904214 -2.460742
H17 -1.604673 -3.164573 -2.791372
H18 3.060300 0.577658 0.017942
H19 2.220489 -0.807490 -0.665654
H20 3.039109 -1.754645 -2.134704
H21 4.187813 -1.496138 -3.465319
H22 2.432644 -1.237889 -3.706542
H23 1.331111 1.911944 2.714642
H24 0.256189 0.606479 3.195993
H25 3.127754 0.388825 2.217935
H26 2.938489 -2.021738 2.607109
H27 1.799250 -1.617673 1.318003
H28 1.216341 -1.879205 2.984515
H29 1.894852 -0.212033 4.645192
H30 -1.985287 2.697653 0.532151
H31 -1.106395 2.758532 2.049169
H32 -3.198434 2.078404 2.666689
H33 -3.475788 0.986610 -0.042677
H34 -4.119220 -0.124759 1.174838
H35 -4.702813 1.538648 1.109676
H36 0.714046 3.739817 0.849039
H37 1.687012 3.084624 -1.973473
H38 1.933090 4.637324 -1.144533
H39 0.291684 4.073201 -1.502540
C19 -3.220012 6.838379 2.814255
C20 -2.473895 5.521015 2.915626
O5 -3.512939 4.587882 3.259106
S1 -4.877255 4.994699 2.546992
O6 -5.039919 4.279177 1.333584
O7 -5.904273 5.004588 3.526783
O8 -4.459259 6.493034 2.181334
H40 -3.431607 7.261379 3.797952
H41 -2.707683 7.569975 2.196112
H42 -1.719925 5.520580 3.696748
H43 -2.022336 5.222034 1.968470
C21 4.367771 -6.466925 0.090007
C22 3.763382 -6.445388 1.481069
O9 3.398679 -5.075175 1.667397
S2 2.929514 -4.428638 0.281132
O10 1.517051 -4.470205 0.179670
O11 3.657468 -3.231017 0.074844
O12 3.527079 -5.584636 -0.657739
H44 5.389061 -6.081579 0.084522
H45 4.336177 -7.449176 -0.373294
H46 4.468332 -6.721103 2.260011
H47 2.869626 -7.069083 1.544792

Atomic forces in eV per Å
C 0.0431 -0.0276 -0.0668
O -0.2038 0.1792 0.2314
C 0.5922 -0.3729 -0.6999
Nb -0.2812 -0.5048 0.1972
C -0.5496 -0.2235 0.4202
C 0.2848 0.1722 -0.1918
C -0.0001 0.0566 -0.0895
C -0.1027 -0.0524 0.1345
C -0.0209 0.0524 -0.0783
N 0.0515 -0.2492 -0.1647
C 0.3486 0.3645 -0.2192
O 0.1752 0.0738 0.2980
C 0.0877 0.2092 -0.2209
C 0.3421 -0.3329 0.0748
O -0.4053 -0.1732 0.1341
C -0.1178 0.0041 0.1795
C 0.1472 0.1018 0.2024
C 0.4207 -0.2012 0.3371
O -0.0653 -0.0642 -0.2347
C 0.1874 0.5491 0.2632
C -0.4311 0.5309 -0.3215
C -0.1262 -0.0186 0.1828
Cl 0.0623 -0.1902 0.1050
C 0.2926 -0.0339 -0.5607
C -0.0118 0.1852 -0.0217
F -0.1079 0.0714 0.0108
H 0.0943 0.0390 -0.0498
H 0.0447 -0.0045 0.0954
H -0.0465 0.0013 -0.0179
H -0.1133 -0.1588 0.0700
H -0.0316 0.2064 0.0465
H 0.0900 0.0088 -0.1041
H 0.0481 0.0311 0.1029
H 0.0272 -0.0440 0.1436
H -0.1481 0.0103 -0.0625
H -0.0447 -0.1114 0.0295
H 0.1081 0.0868 0.0656
H 0.0086 -0.1459 -0.0142
H 0.0263 0.1429 -0.0274
H 0.0942 0.0806 -0.0127
H -0.0331 -0.0444 0.1063
H -0.0618 0.1394 0.0839
H -0.0253 0.0499 0.0442
H -0.0847 -0.0077 0.0097
H -0.1747 -0.0052 0.0794
H 0.0238 0.0510 -0.0846
H -0.1815 0.0195 -0.0121
H 0.0283 0.0576 0.0000
H -0.1353 -0.0162 -0.1020
H -0.0364 -0.0082 -0.0815
H -0.1850 -0.0587 -0.0970
H -0.1376 0.0271 -0.0485
H -0.0689 0.0635 0.0643
H -0.0419 0.0618 -0.1673
H -0.0448 0.0708 0.0322
H 0.0352 -0.0158 0.0374
H 0.0172 -0.1103 -0.0044
H 0.0853 -0.2023 -0.0094
H -0.0023 -0.0985 0.0718
H 0.0890 0.0821 -0.0651
H 0.1105 -0.0245 -0.0818
H -0.0038 -0.1700 0.0623
H 0.0006 0.0484 0.0594
H -0.0449 -0.0592 0.0046
H 0.0822 -0.0574 0.0424
C 0.1226 0.0725 0.1240
C 0.0536 0.0581 -0.2321
O -0.0358 0.0629 0.1401
S 0.0711 -0.0565 -0.0412
O -0.0714 0.0130 0.0196
O 0.0011 -0.0443 0.0145
O 0.0438 0.0140 -0.0670
H 0.0118 -0.0170 0.0040
H -0.0606 -0.0060 -0.0796
H -0.0863 -0.1420 0.0968
H -0.0303 -0.0122 -0.0049
C 0.1109 0.0126 0.0492
C -0.0663 -0.1278 -0.0180
O 0.0891 0.1424 0.0360
S 0.0385 -0.1628 -0.0673
O 0.0276 0.0747 -0.0492
O -0.0428 0.0254 0.0142
O -0.1052 -0.0530 -0.0313
H -0.0063 0.0018 0.0234
H -0.0579 0.0202 -0.0611
H 0.0075 0.0815 0.0361
H 0.0064 0.0015 -0.0169

Values from the calculation:
* gap between HOMO and LUMO: 6.615 eV
* total charge: -1
* max |F|: 1.0 eV/Å
* relative energy (zero: lowest compared OMol25 entry of this formula, charge and spin): 0.0 kcal/mol
* electronic energy: -88090.502 eV
* HOMO energy: -4.805 eV
* spin multiplicity: 1
* lowest unoccupied orbital energy: 1.81 eV
* molar mass: 729.10 u